(1)
The following is a DFT calculation (ωB97M-V/def2-TZVPD) of a cluster of 4 separate species, CH9O3S in total at a distorted geometry.

Calculated values
Charge: -1
LUMO: 3.977 eV
Energy relative to the best compared isomer or geometry (same formula, charge and spin): 81.5 kJ/mol
Frontier orbital gap: 7.65 eV
Highest occupied orbital energy: -3.678 eV

Last column: natural (NBO) charge in e.
CARTESIAN COORDINATES (ANGSTROEM)
1 C 1.60 -0.29 0.57  -0.714
2 S 0.83 0.78 -0.77  -0.680
3 H 2.14 -1.01 0.00  0.193
4 H 0.96 -0.69 1.27  0.180
5 H 2.38 0.33 0.88  0.198
6 H -0.22 1.09 2.33  0.456
7 H 0.10 1.98 1.18  0.498
8 O -0.21 2.04 2.19  -0.998
9 H -0.10 -0.58 -1.91  0.470
10 H 0.21 -1.92 -2.72  0.448
11 O -0.48 -1.51 -2.26  -1.044
12 H -1.86 -0.51 -0.58  0.496
13 H -2.62 0.63 -0.02  0.466
14 O -2.73 -0.34 -0.17  -0.969

=====

(2)
The following is a DFT calculation (ωB97M-V/def2-TZVPD) of a cluster of 2 separate species, C3H3IO2 in total at a distorted geometry.

Calculated values
Charge: 0
LUMO (alpha / beta): -0.366 / -0.365 eV
Energy relative to the best compared isomer or geometry (same formula, charge and spin): 353.5 kJ/mol
Frontier orbital gap (alpha / beta): 8.42 / 8.42 eV
Highest occupied orbital energy (alpha / beta): -8.787 / -8.787 eV

Last column: natural (NBO) charge in e.
CARTESIAN COORDINATES (ANGSTROEM)
1 C -1.24 -2.36 0.29  0.363
2 C -0.72 0.67 0.65  -0.145
3 C -0.06 -0.48 0.07  0.033
4 O -1.64 -2.97 -0.60  -0.482
5 O -0.67 0.47 -0.76  -0.482
6 I -1.36 -2.82 2.26  0.149
7 H -1.63 0.53 1.09  0.183
8 H -0.09 1.62 0.96  0.182
9 H 1.05 -0.46 0.03  0.199

=====

Which of these has the lowest energy relative to the best compared isomer or geometry (same formula, charge and spin)?
CH9O3S